No. 1
This record from the OMol25 dataset describes a molecular structure, C21H36P2Pd in a non-equilibrium geometry. The level of theory is ωB97M-V/def2-TZVPD.

Geometry as XYZ:
```
60
C21H36P2Pd, DFT ωB97M-V/def2-TZVPD
P 1.505 0.796 0.572
P 1.532 -2.345 -0.409
C 3.056 -0.123 0.087
C 2.584 -0.996 -1.059
H 3.373 -0.650 0.995
H 3.844 0.569 -0.234
H 1.933 -0.432 -1.732
H 3.389 -1.439 -1.657
C 2.836 -3.615 -0.257
H 2.641 -4.162 0.668
H 3.812 -3.139 -0.086
H 2.822 -4.264 -1.133
C 0.527 -2.689 -1.890
H 1.164 -3.254 -2.580
H 0.098 -1.803 -2.394
H -0.303 -3.324 -1.583
C 2.281 1.983 1.749
H 1.565 2.793 1.916
H 3.187 2.438 1.333
H 2.555 1.533 2.705
C 1.909 2.127 -0.767
H 1.908 1.758 -1.796
H 2.888 2.567 -0.547
H 1.196 2.952 -0.711
Pd 0.646 -2.188 1.418
C -1.270 1.833 -0.885
C -0.976 2.376 0.356
C -1.038 3.838 0.624
C -2.402 4.430 0.076
C -2.217 5.308 -1.127
C -1.629 4.992 -2.291
C -0.822 3.787 -2.734
C -1.274 2.335 -2.231
C -0.524 -0.674 1.997
H -1.446 0.743 -0.856
H -0.773 1.731 1.229
H -0.231 4.328 0.097
H -0.969 3.987 1.706
H -3.209 3.677 -0.075
H -2.755 5.055 0.900
H -2.519 6.377 -0.981
H -1.688 5.732 -3.106
H 0.270 4.020 -2.626
H -0.940 3.718 -3.847
H -2.316 2.267 -2.559
H -0.659 1.673 -2.856
H -1.180 -0.380 1.173
H 0.115 0.132 2.372
H -1.083 -1.189 2.778
C -2.918 -5.651 2.077
C -1.949 -5.444 3.051
C -0.852 -4.575 2.807
C -0.774 -3.894 1.595
C -1.578 -4.330 0.551
C -2.705 -5.146 0.812
H -3.800 -6.278 2.285
H -2.022 -5.947 4.020
H -0.073 -4.457 3.558
H -1.356 -4.082 -0.485
H -3.390 -5.387 -0.008
```

- HOMO (spin up / spin down) (Ha) = -0.4919 / -0.5307
- energy above the lowest of the compared OMol25 structures with the same formula, charge and spin (kJ/mol) = 266.7
- F_max (eV Å⁻¹) = 5.52
- DFT total energy (eV) = -44393.674
- LUMO (spin up / spin down) (Eh) = -0.2163 / -0.3512
- 2S+1 = 5
- charge = +2

These are the Mulliken partial charges, in e, on atoms 1 to 4:
1. P 0.366
2. P 1.167
3. C -0.947
4. C -1.057


No. 2
This record from the OMol25 dataset describes a molecular structure, C8H10AuN2O2S2. The level of theory is ωB97M-V/def2-TZVPD.

Geometry as XYZ:
```
25
C8H10AuN2O2S2, DFT ωB97M-V/def2-TZVPD
Au 0.063 -0.352 -0.153
S 2.308 -0.470 -0.473
C 2.068 -0.702 -2.181
S 0.340 -0.693 -2.382
C 3.008 -0.854 -3.127
C 4.386 -0.834 -2.743
N 5.466 -0.828 -2.350
C 2.611 -1.027 -4.489
N 2.232 -1.124 -5.569
C -2.767 0.877 -0.586
O -2.105 -0.234 0.068
C -2.437 -0.397 1.466
C -1.485 0.399 2.322
O -0.157 -0.059 2.000
C 0.883 0.584 2.774
H -3.843 0.735 -0.500
H -2.475 0.844 -1.631
H -2.469 1.826 -0.141
H -2.343 -1.462 1.673
H -3.469 -0.087 1.628
H -1.676 0.211 3.379
H -1.553 1.473 2.131
H 0.663 0.445 3.831
H 0.935 1.644 2.527
H 1.816 0.086 2.528
```

- HOMO (Ha) = -0.4619
- energy above the lowest of the compared OMol25 structures with the same formula, charge and spin (kJ/mol) = 0.0
- F_max (eV Å⁻¹) = 0.13
- DFT total energy (eV) = -40886.472
- LUMO (Eh) = -0.2217
- 2S+1 = 1
- charge = +1

These are the Mulliken partial charges, in e, on atoms 1 to 4:
1. Au 0.855
2. S -0.158
3. C 0.653
4. S -0.174


No. 3
This record from the OMol25 dataset describes 3 unconnected molecules or ions with the total composition C4H15N2O2 in a non-equilibrium geometry. The level of theory is ωB97M-V/def2-TZVPD.

Geometry as XYZ:
```
23
C4H15N2O2, DFT ωB97M-V/def2-TZVPD
C 0.845 -0.800 1.264
C 1.627 0.234 0.468
C 0.726 1.052 -0.385
C 0.333 2.278 0.015
N -0.287 3.046 -0.940
N -0.328 -1.192 0.309
H 0.239 -0.582 2.157
H 1.373 -1.740 1.316
H 2.264 0.869 1.223
H 2.306 -0.352 -0.249
H 0.709 1.014 -1.474
H 0.533 2.673 1.000
H -0.564 2.867 -1.885
H -0.624 3.956 -0.685
H -1.004 -1.914 0.643
H -0.856 -0.300 0.346
H -0.054 -1.583 -0.592
H -2.906 0.065 1.074
H -3.794 0.137 -0.342
O -3.209 -0.326 0.226
H 0.317 -3.536 -0.849
H 1.277 -2.917 -1.809
O 1.077 -2.949 -0.830
```

- HOMO (Ha) = -0.4247
- energy above the lowest of the compared OMol25 structures with the same formula, charge and spin (kJ/mol) = 246.3
- F_max (eV Å⁻¹) = 3.11
- DFT total energy (eV) = -11458.705
- LUMO (Eh) = -0.1119
- 2S+1 = 1
- charge = +1

These are the Mulliken partial charges, in e, on atoms 1 to 4:
1. C -0.627
2. C -0.237
3. C -0.633
4. C -0.054


No. 4
This record from the OMol25 dataset describes 11 unconnected molecules or ions with the total composition C7H34O11 in a non-equilibrium geometry. The level of theory is ωB97M-V/def2-TZVPD.

Geometry as XYZ:
```
52
C7H34O11, DFT ωB97M-V/def2-TZVPD
C 2.837 1.865 -1.846
C 1.441 2.468 -1.348
C 0.900 1.772 -0.082
C 0.720 0.208 -0.142
C -0.113 -0.213 1.177
C -1.318 -0.703 0.986
C -2.223 -1.060 2.189
O -1.931 -2.538 2.244
H 2.947 0.853 -1.356
H 3.042 1.981 -2.788
H 3.731 2.308 -1.395
H 1.547 3.585 -0.992
H 0.616 2.298 -2.107
H -0.084 2.308 0.201
H 1.595 2.000 0.847
H 1.612 -0.304 -0.261
H 0.100 -0.327 -0.866
H 0.373 0.110 1.981
H -1.778 -0.849 -0.054
H -1.910 -0.795 3.188
H -3.306 -1.086 2.183
H -2.681 -2.912 1.784
O -2.858 -2.917 -1.539
H -2.126 -3.564 -1.317
H -2.926 -2.845 -2.451
O -2.647 2.686 -1.698
H -3.086 2.168 -2.549
H -2.782 1.793 -1.256
O 1.112 2.621 2.770
H 0.422 2.412 3.385
H 0.735 2.718 1.969
O 0.163 -3.542 -1.448
H 0.245 -2.581 -1.573
H 0.261 -3.707 -0.562
O 2.457 0.381 2.961
H 2.357 1.368 2.982
H 2.736 0.261 2.116
O 0.447 -0.106 -3.361
H -0.454 0.222 -3.516
H 0.779 0.463 -2.677
O -2.799 -0.228 -1.699
H -2.596 -1.178 -1.595
H -3.746 -0.290 -1.687
O -1.450 2.319 1.773
H -2.394 1.895 1.664
H -1.436 2.817 2.645
O 4.093 -2.346 -0.600
H 4.265 -1.522 0.062
H 3.121 -2.374 -0.497
O 0.651 -2.779 0.996
H -0.174 -2.392 1.531
H 1.517 -2.725 1.627
```

- HOMO (Ha) = -0.3464
- energy above the lowest of the compared OMol25 structures with the same formula, charge and spin (kJ/mol) = 598.4
- F_max (eV Å⁻¹) = 7.30
- DFT total energy (eV) = -30327.655
- LUMO (Eh) = -0.0049
- SMILES = CCCC/C=C/CO.O.O.O.O.O.O.O.O.O.O
- 2S+1 = 1

These are the Mulliken partial charges, in e, on atoms 1 to 4:
1. C -1.191
2. C -1.019
3. C 0.272
4. C 0.169


No. 5
This record from the OMol25 dataset describes 10 unconnected molecules or ions with the total composition C40H60O30 in a non-equilibrium geometry. The level of theory is ωB97M-V/def2-TZVPD.

Geometry as XYZ:
```
130
C40H60O30, DFT ωB97M-V/def2-TZVPD
C 0.775 -0.756 -4.937
C -0.325 -0.089 -5.763
C -0.317 1.408 -5.708
O -0.338 1.764 -7.026
C -0.117 0.749 -7.806
O -0.081 0.854 -9.029
O 0.005 -0.329 -7.083
H 0.783 -0.363 -3.921
H 1.728 -0.535 -5.418
H 0.659 -1.836 -4.852
H -1.348 -0.452 -5.663
H 0.606 1.743 -5.234
H -1.161 1.845 -5.175
C -5.334 -3.594 -0.201
C -4.155 -2.695 -0.028
C -4.379 -1.283 -0.501
O -3.798 -0.583 0.575
C -3.427 -1.375 1.614
O -2.956 -0.951 2.657
O -3.754 -2.622 1.350
H -5.347 -3.955 -1.229
H -6.266 -3.134 0.130
H -5.248 -4.468 0.445
H -3.386 -3.145 -0.655
H -5.440 -1.031 -0.506
H -3.916 -1.072 -1.465
C 5.476 -0.317 0.863
C 4.605 -0.367 2.110
C 3.170 -0.927 1.842
O 3.050 -1.845 2.933
C 4.278 -2.110 3.473
O 4.498 -2.847 4.370
O 5.206 -1.407 2.875
H 5.237 0.573 0.281
H 5.297 -1.146 0.179
H 6.520 -0.261 1.173
H 4.637 0.570 2.665
H 3.033 -1.315 0.832
H 2.414 -0.142 1.851
C -2.966 1.122 5.882
C -2.888 1.734 4.453
C -4.254 2.173 3.852
O -4.061 3.602 3.854
C -2.798 3.974 4.180
O -2.348 5.101 4.021
O -2.193 2.982 4.640
H -3.646 0.271 5.928
H -3.326 1.852 6.607
H -1.997 0.785 6.251
H -2.420 1.030 3.765
H -5.141 1.909 4.428
H -4.360 1.800 2.834
C 0.287 -1.442 -0.298
C 0.267 0.048 -0.431
C -0.886 0.520 -1.236
O -1.576 1.409 -0.328
C -0.895 1.469 0.885
O -1.111 2.240 1.773
O 0.181 0.614 0.874
H 1.227 -1.817 0.107
H 0.193 -1.923 -1.272
H -0.568 -1.757 0.299
H 1.167 0.468 -0.880
H -1.548 -0.289 -1.547
H -0.477 1.120 -2.049
C -2.292 -4.731 -5.928
C -3.190 -4.119 -4.830
C -2.855 -4.547 -3.402
O -2.321 -3.321 -2.887
C -2.485 -2.334 -3.695
O -2.143 -1.169 -3.454
O -2.951 -2.724 -4.860
H -2.564 -4.375 -6.921
H -2.508 -5.795 -6.026
H -1.257 -4.552 -5.639
H -4.231 -4.374 -5.029
H -2.176 -5.399 -3.435
H -3.763 -4.848 -2.880
C 6.585 -5.429 2.346
C 5.955 -4.591 1.205
C 5.841 -5.211 -0.194
O 4.537 -4.869 -0.666
C 3.845 -4.319 0.417
O 2.766 -3.770 0.285
O 4.594 -4.369 1.568
H 7.669 -5.471 2.238
H 6.369 -6.497 2.309
H 6.287 -5.027 3.314
H 6.464 -3.630 1.136
H 6.086 -6.272 -0.225
H 6.564 -4.828 -0.914
C 1.160 4.362 4.442
C 1.156 2.914 4.939
C 1.151 1.851 3.880
O 2.354 1.142 3.956
C 3.096 1.670 4.920
O 4.189 1.217 5.215
O 2.459 2.785 5.510
H 1.282 5.130 5.207
H 0.175 4.654 4.078
H 1.857 4.645 3.653
H 0.426 2.681 5.715
H 1.212 2.361 2.919
H 0.163 1.392 3.889
C 4.364 6.382 2.073
C 4.497 5.157 1.126
C 5.444 4.101 1.634
O 4.769 2.899 1.401
C 3.470 3.098 1.054
O 2.674 2.210 0.831
O 3.270 4.442 1.028
H 3.972 7.214 1.487
H 5.340 6.818 2.287
H 3.671 6.235 2.901
H 4.850 5.515 0.159
H 5.680 4.209 2.692
H 6.324 4.061 0.991
C -6.638 0.978 -3.595
C -5.972 2.258 -3.296
C -5.682 2.549 -1.842
O -4.291 2.943 -1.900
C -3.717 2.477 -3.003
O -2.539 2.514 -3.273
O -4.691 2.041 -3.833
H -6.143 0.045 -3.327
H -6.825 0.978 -4.669
H -7.656 0.902 -3.213
H -6.343 3.169 -3.765
H -5.712 1.682 -1.182
H -6.361 3.343 -1.532
```

- HOMO (Ha) = -0.3664
- energy above the lowest of the compared OMol25 structures with the same formula, charge and spin (kJ/mol) = 329.1
- F_max (eV Å⁻¹) = 5.05
- DFT total energy (eV) = -103878.340
- LUMO (Eh) = -0.0098
- SMILES = C[C@H]1COC(=O)O1.C[C@H]1COC(=O)O1.C[C@H]1COC(=O)O1.C[C@H]1COC(=O)O1.C[C@H]1COC(=O)O1.C[C@H]1COC(=O)O1.C[C@H]1COC(=O)O1.C[C@H]1COC(=O)O1.C[C@H]1COC(=O)O1.C[C@H]1COC(=O)O1
- 2S+1 = 1

These are the Mulliken partial charges, in e, on atoms 1 to 4:
1. C -1.249
2. C 1.087
3. C -0.023
4. O -0.353


No. 6
This record from the OMol25 dataset describes a molecular structure, CHClNP in a non-equilibrium geometry. The level of theory is ωB97M-V/def2-TZVPD.

Geometry as XYZ:
```
5
CHClNP, DFT ωB97M-V/def2-TZVPD
C -0.154 -0.341 -0.956
N -0.225 -1.115 -1.800
P -0.166 0.953 0.233
Cl -0.680 -0.608 2.271
H 1.225 1.110 0.253
```

- HOMO (spin up / spin down) (Ha) = -0.4037 / -0.4037
- energy above the lowest of the compared OMol25 structures with the same formula, charge and spin (kJ/mol) = 39.8
- F_max (eV Å⁻¹) = 3.20
- DFT total energy (eV) = -24352.774
- LUMO (spin up / spin down) (Eh) = -0.0987 / -0.0987
- 2S+1 = 1

These are the Mulliken partial charges, in e, on atoms 1 to 4:
1. C 0.312
2. N -0.244
3. P 0.102
4. Cl -0.288


Among the records above, which one has the highest 2S+1?
C21H36P2Pd


The highest energy above the lowest of the compared OMol25 structures with the same formula, charge and spin belongs to which entry?
C7H34O11


Look up the energy above the lowest of the compared OMol25 structures with the same formula, charge and spin of the second one.
0.0 kJ/mol


Which formula does entry 6 have?
CHClNP